A cluster of 18 separate species, C27H46Cl34O4 in total at a distorted geometry. Source: the Open Molecules 2025 dataset; level of theory: ωB97M-V with the def2-TZVPD basis set.

The total energy comes out at -17003.5329 Eh. The HOMO energy comes out at -10.219 eV. The HOMO-LUMO gap comes out at 8.3898 eV. The maximum force comes out at 9.365 eV Å⁻¹.

ORCA input file:
```
! RIJCOSX wB97M-V def2-TZVPD def2/J DEFGRID3
* xyz 0 1
C 3.066 -3.082 -5.287
H 2.461 4.792 -1.749
C -4.306 -2.593 7.660
Cl 2.892 4.969 4.257
Cl 8.667 0.449 5.389
Cl -2.611 2.326 -5.269
C 6.171 -1.197 -8.095
C -5.340 -0.590 -2.170
H -3.330 -3.652 -2.449
Cl -3.316 1.203 1.580
Cl 2.285 -6.361 4.498
C -2.216 -3.564 -2.835
H -2.939 -1.044 4.645
C 0.095 7.120 2.193
C -2.643 -1.882 -4.989
H -3.640 -4.164 1.766
H -1.729 -4.632 -2.619
C -4.926 -1.573 -3.416
H -3.694 2.851 -0.069
H -2.233 6.575 0.378
Cl -1.815 -0.012 6.446
Cl -2.819 -3.490 7.325
H 6.052 -1.890 -8.932
C 2.130 5.431 5.784
Cl 0.758 6.511 5.510
C 7.463 0.568 6.678
O -4.385 0.525 -2.280
Cl 3.689 0.877 0.965
C -2.094 -3.345 -4.465
H -0.361 -4.715 -5.163
Cl -3.795 -2.190 3.053
Cl -4.995 3.724 -6.197
H 2.657 6.551 -1.993
H -4.228 -2.131 8.648
Cl -2.208 5.600 -1.773
Cl 6.832 -2.916 6.145
H -6.071 -2.389 -5.234
H -3.265 -2.048 -5.970
C -0.477 -3.576 -4.825
H -5.205 2.043 0.439
H 3.477 3.147 0.352
Cl 2.537 -2.377 -6.819
H 7.971 0.528 7.644
C 7.326 -3.723 4.652
Cl 5.922 -4.307 3.750
H 0.179 -3.489 -3.833
O -7.384 -4.666 -3.739
H 6.766 -0.270 6.592
H -2.823 4.596 -5.882
H 4.158 -3.121 -5.272
H -4.917 -3.662 -4.329
Cl 3.076 -3.088 4.901
H -0.095 -2.839 -5.664
H -7.615 -2.846 -2.526
O -6.314 -0.864 -1.299
Cl -0.824 -0.498 3.748
C -2.254 -0.199 4.744
C -3.084 0.095 -2.820
H -0.651 2.373 -3.232
H 2.867 5.943 6.408
C 3.995 -6.759 4.291
C 1.646 -2.790 5.897
H 0.649 8.035 1.968
Cl -0.071 4.329 -4.421
H -2.142 -3.193 1.696
H -2.701 -4.224 -4.995
Cl 1.305 2.275 0.037
H 4.549 -5.845 4.067
H -1.648 -2.716 -2.241
C 3.146 5.637 -1.650
Cl -4.342 7.142 -0.520
C -5.714 -2.790 -4.182
H 4.372 -7.201 5.217
H 0.472 6.678 3.118
H 2.660 -4.093 -5.202
C -6.991 -3.416 -3.367
Cl -4.571 -1.329 6.454
H 0.272 3.526 -2.226
H 1.779 4.530 6.293
H -1.692 -1.196 -5.206
C 3.070 2.205 -0.024
C -2.970 6.062 -0.246
H -5.151 -3.285 7.642
H -2.915 3.504 -7.293
Cl 7.660 -0.272 -8.321
C 0.194 3.065 -3.214
Cl -1.615 7.519 2.400
Cl 4.576 5.338 -2.646
H 7.878 -3.014 4.030
H -3.321 5.162 0.263
Cl 2.505 -2.119 -3.916
Cl 6.217 -2.118 -6.587
H 5.325 -0.507 -8.065
H 1.157 -1.875 5.553
C -3.230 3.654 -6.258
Cl 2.085 -2.603 7.600
Cl 0.324 5.970 0.870
O -1.905 0.670 -2.568
Cl 3.585 5.824 0.053
Cl 1.681 2.168 -3.549
C -4.260 2.468 0.784
H -2.743 0.715 4.400
Cl -3.763 -2.448 0.149
Cl 6.558 2.082 6.565
H 3.385 2.055 -1.059
Cl 4.224 -7.910 2.969
H 0.961 -3.634 5.798
Cl -4.600 3.801 1.895
H 7.967 -4.572 4.902
C -3.234 -3.154 1.681
C -3.516 -1.160 -3.792
*
```

Löwdin population analysis, charges in e, atoms 1 to 6: number 1, C, carries -1.024; number 2, H, carries -0.004; number 3, C, carries -0.985; number 4, Cl, carries 0.515; number 5, Cl, carries 0.490; number 6, Cl, carries 0.549

An isolated molecule of C3H7NO2 at a distorted geometry. Source: the Open Molecules 2025 dataset; level of theory: ωB97M-V with the def2-TZVPD basis set.

The energy above the lowest of the compared OMol25 structures with the same formula, charge and spin comes out at 175.4 kJ/mol. The total energy comes out at -323.7142 Eh. The HOMO energy comes out at -9.707 eV. As for the structure (SMILES): COCC(N)=O. The HOMO-LUMO gap comes out at 10.5447 eV. The maximum force comes out at 2.811 eV Å⁻¹.

ORCA input file:
```
! RIJCOSX wB97M-V def2-TZVPD def2/J DEFGRID3
* xyz 0 1
O -1.499 -1.728 -0.679
H 2.182 1.778 0.128
H 0.227 -1.454 1.448
H 0.912 1.297 -1.025
H 0.358 -1.683 -0.305
C 0.237 -0.888 0.515
N -1.875 0.384 0.056
C -1.145 -0.739 -0.045
H -2.712 0.425 -0.505
O 0.965 0.290 0.806
C 1.620 0.924 -0.271
H 2.322 0.228 -0.743
H -1.591 1.167 0.620
*
```

Löwdin population analysis, charges in e, atoms 1 to 6: number 1, O, carries 0.019; number 2, H, carries 0.090; number 3, H, carries 0.135; number 4, H, carries 0.086; number 5, H, carries 0.155; number 6, C, carries -0.156

A structure of composition C7H15ClINOPRu at a distorted geometry. Source: the Open Molecules 2025 dataset; level of theory: ωB97M-V with the def2-TZVPD basis set.

The total energy comes out at -1599.0663 Eh. The HOMO energy (alpha / beta) comes out at -14.712 / -17.733 eV. The HOMO-LUMO gap (alpha / beta) comes out at 7.5672 / 6.3327 eV. The maximum force comes out at 11.939 eV Å⁻¹.

ORCA input file:
```
! RIJCOSX wB97M-V def2-TZVPD def2/J DEFGRID3
* xyz 2 6
I 1.232 -2.317 -1.823
O 3.231 -0.172 0.869
P -0.062 0.974 -0.926
H 1.020 2.352 -2.620
H -0.246 -4.417 -2.501
C -0.146 0.116 4.527
H 0.219 -4.610 -0.793
H -1.499 2.093 0.649
H -0.158 1.158 4.871
N -0.115 0.083 1.922
C -0.127 0.073 3.085
H 0.741 -0.392 4.929
H -1.039 -0.392 4.911
H 2.029 2.173 -1.147
H -2.265 0.504 -1.756
H 1.907 0.826 -2.320
H -1.120 3.165 -0.739
C -0.709 2.429 -0.032
Cl -1.869 -1.471 0.226
C 2.145 -0.453 0.540
H -1.163 -3.531 -1.211
H -1.014 -0.193 -2.812
Ru 0.410 -0.872 0.123
C -0.201 -3.928 -1.529
C 1.362 1.651 -1.846
C -1.301 0.694 -2.239
H -1.363 1.566 -2.901
H 0.101 2.893 0.544
*
```

Löwdin population analysis, charges in e, atoms 1 to 6: number 1, I, carries 1.112; number 2, O, carries 0.193; number 3, P, carries 0.596; number 4, H, carries 0.079; number 5, H, carries 0.027; number 6, C, carries 0.008

A structure of composition C50H48BiCl2Ge2N6S4. Source: the Open Molecules 2025 dataset; level of theory: ωB97M-V with the def2-TZVPD basis set.

The energy above the lowest of the compared OMol25 structures with the same formula, charge and spin comes out at 0.0 kJ/mol. The total energy comes out at -9143.8600 Eh. The HOMO energy (alpha / beta) comes out at -11.096 / -12.399 eV. The HOMO-LUMO gap (alpha / beta) comes out at 5.8564 / 6.9129 eV. The maximum force comes out at 0.145 eV Å⁻¹.

ORCA input file:
```
! RIJCOSX wB97M-V def2-TZVPD def2/J DEFGRID3
* xyz 2 2
H -2.278 -3.255 5.445
C 2.244 1.776 -3.212
H 4.939 -0.596 0.933
H -1.794 4.041 -5.616
H 1.979 1.167 -4.070
N -1.073 -1.781 -0.538
C 0.951 -5.068 -2.196
C -0.935 -2.412 2.470
C -0.740 -7.094 3.859
C 2.587 3.954 -2.244
C -2.105 2.982 -3.790
C -2.390 2.945 4.730
C 5.447 -3.252 -1.265
C 2.612 1.168 -2.012
H 0.675 -4.414 -3.022
H -1.085 -1.587 -4.899
C -1.890 3.676 3.668
H 0.039 -3.285 -6.296
H 2.382 -3.918 -5.831
H 5.082 -3.805 -2.130
C -2.602 3.845 -4.908
H -3.263 1.236 6.661
C -2.710 -0.603 5.770
C -2.826 0.740 5.805
C -1.072 -4.695 3.417
C 0.967 -2.829 -0.638
C 0.573 -2.818 -5.479
H 4.897 -3.581 -0.385
H 0.139 -0.510 -3.044
C 1.785 1.561 4.073
H 3.241 3.976 -0.196
C 2.943 3.362 -1.038
C -1.378 2.945 2.579
H -3.051 -1.209 6.599
H -2.790 3.453 5.600
C 6.331 -0.645 -2.984
H -0.441 -2.835 1.606
H -2.947 4.808 -4.533
H 6.151 0.420 -3.130
C -0.058 -1.863 -4.693
C 5.679 -0.379 0.161
H 1.555 -5.896 -2.561
H -2.998 1.153 -4.501
H -2.827 8.474 4.166
H -2.698 -3.009 -1.013
N -1.336 1.631 2.536
N -0.291 -2.870 -0.833
Bi -0.552 0.188 0.459
N -1.135 1.370 -1.727
C 1.951 -1.614 -3.374
C -0.932 5.943 3.054
C 2.239 3.160 -3.328
H 5.717 0.697 -0.011
H -3.293 1.984 0.982
S -1.118 -5.721 4.795
H -0.042 5.566 2.567
H -1.058 4.556 -2.754
H -3.415 3.367 -5.451
C 2.572 -2.579 -4.166
H -5.725 1.769 0.690
Cl 2.045 2.051 2.382
C -2.392 -2.044 -0.633
C -5.586 -0.267 -0.072
H 1.974 3.619 -4.272
C -1.689 -0.516 3.545
N -2.857 0.083 0.288
H -0.699 -4.970 1.297
H 0.865 2.021 4.419
C 2.967 1.978 -0.931
C -3.331 -1.083 -0.243
C -2.388 1.618 -3.738
C -1.898 0.856 -2.698
C -2.372 7.532 3.906
C -1.327 -3.260 3.523
C -1.319 3.506 -2.768
N -1.117 -1.109 2.469
H -0.204 3.057 -0.989
C -1.876 5.138 3.631
H -0.653 -8.059 4.331
C -2.117 -1.268 4.641
H 2.600 5.032 -2.342
C -0.579 -6.787 2.541
Ge 2.938 -0.752 -1.949
H 0.060 -5.450 -1.705
C -3.722 1.071 0.593
C -4.724 -1.271 -0.406
H -1.000 3.477 1.710
C 0.632 -1.263 -3.650
H 6.097 -1.169 -3.910
C -5.074 0.948 0.430
C -0.768 -5.407 2.285
S 1.859 -1.460 0.064
H 6.502 -3.494 -1.121
C -1.936 -2.660 4.607
H -0.338 -7.519 1.786
Ge 5.272 -1.327 -1.498
C -1.804 0.919 3.583
S 1.998 -4.174 -1.038
S -3.118 6.071 4.366
H 3.309 1.523 -0.007
C 1.889 -3.175 -5.217
H 7.389 -0.789 -2.766
Cl 1.648 -0.190 4.225
C -0.851 2.673 -1.773
C -1.217 7.322 3.214
H -2.127 -0.201 -2.624
H -0.591 8.120 2.844
C -2.356 1.542 4.710
H -6.652 -0.398 -0.199
H -5.079 -2.210 -0.809
H 6.655 -0.695 0.532
H 2.640 1.897 4.647
H 3.596 -2.876 -3.964
*
```

Löwdin population analysis, charges in e, atoms 1 to 6: number 1, H, carries 0.121; number 2, C, carries -0.107; number 3, H, carries 0.010; number 4, H, carries 0.099; number 5, H, carries 0.102; number 6, N, carries -0.239

An isolated molecule of C6H13N at a distorted geometry. Source: the Open Molecules 2025 dataset; level of theory: ωB97M-V with the def2-TZVPD basis set.

The energy above the lowest of the compared OMol25 structures with the same formula, charge and spin comes out at 90.0 kJ/mol. The total energy comes out at -291.1245 Eh. The HOMO energy comes out at -8.131 eV. As for the structure (SMILES): CCN1CCCC1. The HOMO-LUMO gap comes out at 9.2791 eV. The maximum force comes out at 2.108 eV Å⁻¹.

ORCA input file:
```
! RIJCOSX wB97M-V def2-TZVPD def2/J DEFGRID3
* xyz 0 1
C -0.922 0.046 1.667
C 0.105 -1.090 1.783
H 0.750 -1.944 -0.023
N 0.487 0.134 -0.244
H 0.329 -0.987 -1.928
H 0.591 -0.836 2.725
H -1.268 -0.385 -1.453
H -1.033 1.680 0.132
C -0.334 1.013 0.637
H 0.958 1.034 -2.906
H 0.442 1.683 1.018
H 2.055 -1.017 0.748
C 0.997 -1.009 0.484
H -1.152 0.675 2.543
C -0.075 0.968 -2.542
C -0.187 -0.115 -1.511
H -0.638 0.709 -3.432
H -0.304 -2.094 1.751
H -1.893 -0.385 1.403
H -0.305 1.977 -2.206
*
```

Löwdin population analysis, charges in e, atoms 1 to 6: number 1, C, carries -0.187; number 2, C, carries -0.157; number 3, H, carries 0.102; number 4, N, carries -0.182; number 5, H, carries 0.109; number 6, H, carries 0.098

A structure of composition C5H9NO at a distorted geometry. Source: the Open Molecules 2025 dataset; level of theory: ωB97M-V with the def2-TZVPD basis set.

The energy above the lowest of the compared OMol25 structures with the same formula, charge and spin comes out at 472.2 kJ/mol. The total energy comes out at -325.7577 Eh. The HOMO energy comes out at -8.225 eV. The HOMO-LUMO gap comes out at 8.7574 eV. The maximum force comes out at 1.138 eV Å⁻¹.

ORCA input file:
```
! RIJCOSX wB97M-V def2-TZVPD def2/J DEFGRID3
* xyz 0 1
H 2.175 0.166 1.398
H -1.459 0.240 -0.808
H 1.078 -1.206 1.501
O -1.602 -1.038 0.926
H -0.090 1.007 1.878
H 0.161 0.244 -1.984
H 1.619 -0.624 -0.089
H -0.848 -1.551 1.267
C -1.224 0.125 0.369
C 1.318 -0.310 0.914
H -1.405 -0.557 -2.391
H -0.240 -1.412 -1.328
C 0.475 1.855 0.074
C 0.120 0.661 0.854
C -0.617 -0.439 -1.640
N 0.769 2.773 -0.565
*
```

Löwdin population analysis, charges in e, atoms 1 to 6: number 1, H, carries 0.089; number 2, H, carries 0.048; number 3, H, carries 0.075; number 4, O, carries -0.005; number 5, H, carries 0.152; number 6, H, carries 0.044

Question: Which formula does entry 6 have?
Answer: C5H9NO